P | {
  "formula": "C2H3OYb",
  "method": "wB97M-V/def2-TZVPD",
  "charge": 1,
  "homo_lumo_gap_ev": [3.89, 3.92],
  "multiplicity": 1,
  "mol_weight_g_mol": 216.085,
  "species": ["H", "O", "C", "C", "H", "H", "Yb"],
  "positions_angstrom": [[-2.76834, 0.69235, -1.05236], [-0.67665, -0.21935, -0.02816], [-1.92403, -0.51523, -0.16213], [-2.86476, 0.55984, 0.15800], [-3.88200, 0.18184, 0.32281], [-2.52352, 1.34598, 0.84951], [1.58765, -0.01898, 0.08680]],
  "mulliken_charge": [0.21, -0.40, -0.22, -0.47, 0.29, 0.26, 1.34]
}

Q | {
  "formula": "C2H3OYb",
  "method": "wB97M-V/def2-TZVPD",
  "charge": 1,
  "homo_lumo_gap_ev": [4.52, 4.52],
  "multiplicity": 1,
  "mol_weight_g_mol": 216.085,
  "species": ["H", "O", "C", "C", "H", "H", "Yb"],
  "positions_angstrom": [[0.52409, -1.28416, 0.06528], [-0.89892, 0.47993, -1.08194], [0.33188, 0.13688, -0.93765], [0.78326, -0.15719, 0.42548], [1.87888, -0.13694, 0.50546], [0.28102, 0.37900, 1.25252], [-2.90022, 0.58248, -0.22916]],
  "mulliken_charge": [0.25, -0.32, -0.13, -0.49, 0.28, 0.15, 1.26]
}

Preferred: Q; penalty for the next structure: 0.0068 hartree.

P | {
  "formula": "C4H9N3O2",
  "method": "wB97M-V/def2-TZVPD",
  "homo_lumo_gap_ev": [7.53, 8.06],
  "multiplicity": 1,
  "mol_weight_g_mol": 131.135,
  "species": ["C", "C", "C", "C", "N", "N", "N", "O", "O", "H", "H", "H", "H", "H", "H", "H", "H", "H"],
  "positions_angstrom": [[-0.41459, -0.25799, -1.03596], [-0.09758, -0.92194, 0.39710], [-0.81049, -0.68272, 1.69482], [0.18556, 1.50330, 0.21906], [1.50849, 1.72409, 0.12023], [0.55521, -0.24955, -2.04808], [-0.86323, -1.70671, -0.59448], [-2.09738, -1.92581, -0.46530], [-0.65378, 2.25080, 0.62423], [-1.31655, 0.32122, -1.19170], [0.94662, -1.21906, 0.43403], [1.91068, 2.59142, 0.45840], [2.11894, 0.99021, -0.19442], [1.02060, -1.13113, -2.20602], [1.02393, 0.62027, -2.24664], [-1.15358, -1.64496, 2.07923], [-0.16292, -0.18864, 2.41658], [-1.69995, -0.07281, 1.53890]],
  "mulliken_charge": [-0.21, 0.38, -1.36, 0.28, -0.35, -0.51, 0.06, -0.56, -0.52, 0.44, 0.33, 0.24, 0.22, 0.23, 0.23, 0.42, 0.37, 0.31]
}

Q | {
  "formula": "C4H9N3O2",
  "method": "wB97M-V/def2-TZVPD",
  "homo_lumo_gap_ev": [7.46, 7.94],
  "multiplicity": 1,
  "mol_weight_g_mol": 131.135,
  "smiles": "[H]/N=C(/C)OC.[H]/N=N\\C=O",
  "species": ["C", "C", "O", "O", "H", "H", "H", "H", "C", "C", "N", "N", "N", "H", "H", "H", "H", "H"],
  "positions_angstrom": [[-0.59087, -1.06356, -1.81636], [-1.34812, 1.59085, 0.44586], [0.14750, -0.01258, -1.19691], [-2.20410, 0.72293, 0.51122], [-1.30793, 2.33576, -0.36217], [-1.42904, -1.38503, -1.18947], [0.06135, -1.91532, -2.02763], [-0.97961, -0.69677, -2.77092], [0.39586, -1.44718, 0.89419], [0.82270, -0.25134, 0.10783], [-0.48728, 1.77439, 1.55090], [0.56975, 2.40819, 1.54381], [1.94485, 0.34223, 0.26493], [1.38603, 1.81843, 1.27524], [2.09293, 0.99007, -0.51732], [-0.69109, -1.47066, 0.97517], [0.83684, -1.38955, 1.89344], [0.78023, -2.35086, 0.41820]],
  "mulliken_charge": [-0.68, 0.19, -0.37, -0.52, 0.37, 0.29, 0.32, 0.25, -1.17, 0.90, 0.11, -0.51, -0.92, 0.42, 0.31, 0.33, 0.32, 0.36]
}

Preferred: Q; penalty for the next structure: 0.0362 hartree.

P | {
  "formula": "C2H5F2P",
  "method": "wB97M-V/def2-TZVPD",
  "homo_lumo_gap_ev": 7.89,
  "multiplicity": 1,
  "mol_weight_g_mol": 98.032,
  "smiles": "CC(F)=[PH2]F",
  "species": ["C", "C", "F", "F", "P", "H", "H", "H", "H", "H"],
  "positions_angstrom": [[0.81154, -0.87831, 0.14244], [0.27906, 0.39980, 0.70827], [-0.68843, 2.26190, -1.79266], [-0.66551, 0.16723, 1.62466], [-0.94338, 1.33725, -0.46877], [1.70764, -1.07097, 0.76580], [0.29586, -1.78233, 0.02473], [1.07606, -0.63210, -1.00393], [-2.08022, 0.88036, -0.99078], [-1.40513, 2.23229, 0.59696]],
  "mulliken_charge": [-0.87, -0.02, -0.27, -0.24, 0.43, 0.23, 0.36, 0.24, 0.03, 0.11]
}

Q | {
  "formula": "C2H5F2P",
  "method": "wB97M-V/def2-TZVPD",
  "homo_lumo_gap_ev": 10.90,
  "multiplicity": 1,
  "mol_weight_g_mol": 98.032,
  "smiles": "C=C(F)F.P",
  "species": ["C", "C", "F", "F", "P", "H", "H", "H", "H", "H"],
  "positions_angstrom": [[2.74063, -1.17408, 0.10245], [1.79726, -0.77383, -0.66927], [1.13263, -1.51845, -1.56454], [1.35825, 0.42090, -0.85654], [-2.90082, 1.25799, 0.74096], [3.21663, -0.57009, 0.96085], [3.09491, -2.20578, 0.22262], [-2.81546, 1.65850, -0.51708], [-3.92739, 0.47497, 0.46820], [-3.69663, 2.42987, 1.11235]],
  "mulliken_charge": [-0.55, 0.51, -0.22, -0.21, -0.11, 0.22, 0.26, 0.02, 0.03, 0.06]
}

Preferred: Q; penalty for the next structure: 0.0567 hartree.

P | {
  "formula": "C2H2FNO",
  "method": "wB97M-V/def2-TZVPD",
  "homo_lumo_gap_ev": [9.72, 9.72],
  "multiplicity": 1,
  "mol_weight_g_mol": 75.042,
  "species": ["C", "C", "N", "O", "F", "H", "H"],
  "positions_angstrom": [[0.97252, -0.55564, 0.41697], [-0.28484, 0.07170, 0.56048], [1.97783, -1.10176, 0.35923], [-0.65205, 0.97365, -1.24441], [-1.32854, -0.71985, 0.66525], [-0.37496, 1.00352, 1.11390], [-0.30996, 0.32838, -1.87141]],
  "mulliken_charge": [0.26, 0.23, -0.25, -0.60, -0.15, 0.22, 0.30]
}

Q | {
  "formula": "C2H2FNO",
  "method": "wB97M-V/def2-TZVPD",
  "homo_lumo_gap_ev": [9.29, 9.29],
  "multiplicity": 1,
  "mol_weight_g_mol": 75.042,
  "smiles": "O=C1CN1F",
  "species": ["C", "C", "N", "O", "F", "H", "H"],
  "positions_angstrom": [[-0.18207, -0.49244, 0.59705], [0.73748, 0.12043, -0.41812], [-0.49582, 0.72329, 0.24722], [-0.62018, -1.61559, 1.40678], [-1.72318, 0.89179, -0.42520], [1.62118, 0.54384, 0.07489], [0.66258, -0.17132, -1.48262]],
  "mulliken_charge": [0.36, -0.18, -0.04, -0.49, -0.14, 0.22, 0.28]
}

Preferred: P; penalty for the next structure: 0.0979 hartree.

P | {
  "formula": "C3H10N2S",
  "method": "wB97M-V/def2-TZVPD",
  "charge": 1,
  "homo_lumo_gap_ev": [4.60, 5.34],
  "multiplicity": 2,
  "mol_weight_g_mol": 106.194,
  "species": ["N", "C", "C", "S", "C", "N", "H", "H", "H", "H", "H", "H", "H", "H", "H", "H"],
  "positions_angstrom": [[1.87509, -0.59095, -0.25062], [0.63348, -0.04971, -0.58937], [0.28366, 1.21784, 0.30805], [-1.39884, 1.68923, 0.16360], [-0.48820, -1.18166, -0.20348], [-0.06402, -2.52944, -0.34683], [2.06080, -0.06680, 3.38140], [2.36123, 0.55992, 3.59801], [2.60206, 0.10349, -0.12306], [0.42454, 0.23972, -1.61407], [0.59833, 0.98047, 1.33681], [0.87516, 2.11715, 0.10260], [-1.40176, -0.99001, -0.76632], [-0.80314, -0.91105, 0.82497], [-0.14700, -2.87700, -1.29456], [0.95837, -2.56694, -0.15936]],
  "mulliken_charge": [-0.41, 0.36, -0.88, 0.11, -0.72, -0.49, -0.08, 0.09, 0.32, 0.42, 0.39, 0.41, 0.46, 0.39, 0.31, 0.32]
}

Q | {
  "formula": "C3H10N2S",
  "method": "wB97M-V/def2-TZVPD",
  "charge": 1,
  "homo_lumo_gap_ev": [7.77, 2.74],
  "multiplicity": 2,
  "mol_weight_g_mol": 106.194,
  "species": ["C", "C", "S", "H", "H", "H", "H", "H", "N", "C", "N", "H", "H", "H", "H", "H"],
  "positions_angstrom": [[1.63407, 0.27870, 3.82607], [1.42040, 0.93216, 2.46974], [2.47757, 0.23224, 1.17157], [2.67723, 0.12990, 4.09879], [1.20450, -0.71366, 3.86324], [1.10876, 0.91814, 4.52353], [1.67540, 1.98808, 2.45817], [0.43283, 0.77248, 2.01966], [-2.07668, 0.49894, -4.16695], [-2.38022, -0.73216, -3.63222], [-1.75686, -1.20197, -2.62961], [-1.96589, 0.46753, -5.17353], [-1.19602, 0.80735, -3.76505], [-3.23625, -1.22528, -4.08353], [-2.15879, -2.09549, -2.36495], [2.13995, -1.05697, 1.38507]],
  "mulliken_charge": [-1.02, -0.39, 0.28, 0.38, 0.38, 0.30, 0.37, 0.41, -0.52, 0.04, -0.63, 0.25, 0.28, 0.33, 0.24, 0.28]
}

R | {
  "formula": "C3H10N2S",
  "method": "wB97M-V/def2-TZVPD",
  "charge": 1,
  "homo_lumo_gap_ev": [4.81, 6.92],
  "multiplicity": 2,
  "mol_weight_g_mol": 106.194,
  "species": ["N", "C", "C", "S", "C", "N", "H", "H", "H", "H", "H", "H", "H", "H", "H", "H"],
  "positions_angstrom": [[1.41097, 0.40551, -1.29545], [0.57199, 0.55030, -0.12620], [-0.92640, 0.43480, -0.50489], [-1.95759, 0.00896, 0.81796], [0.97949, -0.59415, 0.80768], [2.26733, -0.34307, 1.36574], [-4.83058, -0.32323, -1.24337], [-4.35071, -0.50322, -0.70920], [1.75173, 1.33773, -1.55026], [0.79378, 1.47479, 0.42813], [-0.87956, -0.46448, -1.15052], [-1.28440, 1.28310, -1.09032], [0.16837, -0.58305, 1.66368], [0.80548, -1.52209, 0.24121], [2.69635, -1.15366, 1.79102], [2.78377, -0.00823, 0.55479]],
  "mulliken_charge": [-0.54, 0.07, -0.66, 0.24, -0.44, -0.44, 0.20, -0.20, 0.32, 0.43, 0.41, 0.41, 0.28, 0.35, 0.28, 0.29]
}

Preferred: Q; penalty for the next structure: 0.1516 hartree.

P | {
  "formula": "CH2BrNSi",
  "method": "wB97M-V/def2-TZVPD",
  "homo_lumo_gap_ev": 8.10,
  "multiplicity": 1,
  "mol_weight_g_mol": 136.024,
  "species": ["C", "N", "Si", "Br", "H", "H"],
  "positions_angstrom": [[-2.62234, -0.96323, -0.09936], [-1.46393, -0.71958, -0.34986], [0.52178, -0.02063, 0.04480], [2.36861, 1.77690, 0.04993], [-0.42747, 0.76835, 0.80743], [1.62336, -0.84180, -0.45294]],
  "mulliken_charge": [-0.08, -0.33, 0.68, -0.33, 0.04, 0.03]
}

Q | {
  "formula": "CH2BrNSi",
  "method": "wB97M-V/def2-TZVPD",
  "homo_lumo_gap_ev": [6.65, 6.65],
  "multiplicity": 1,
  "mol_weight_g_mol": 136.024,
  "species": ["C", "N", "Si", "Br", "H", "H"],
  "positions_angstrom": [[1.32800, -2.62982, 0.05525], [0.91931, -1.55140, -0.08666], [-0.17293, 1.05844, -0.10469], [-2.18136, 0.17432, -0.05599], [-0.01199, 0.88042, 1.30947], [0.11897, 2.06804, -1.11736]],
  "mulliken_charge": [-0.41, -0.28, 0.69, -0.05, 0.03, 0.01]
}

Preferred: P; penalty for the next structure: 0.0072 hartree.

P | {
  "formula": "C19H20N2O4",
  "method": "wB97M-V/def2-TZVPD",
  "homo_lumo_gap_ev": 8.49,
  "multiplicity": 1,
  "mol_weight_g_mol": 340.379,
  "smiles": "C=CCNC(=O)c1ccccc1NC(=O)COc1ccc(OC)cc1",
  "species": ["C", "C", "C", "N", "C", "O", "C", "C", "C", "C", "C", "C", "N", "C", "O", "C", "O", "C", "C", "C", "C", "C", "C", "H", "H", "O", "C", "H", "H", "H", "H", "H", "H", "H", "H", "H", "H", "H", "H", "H", "H", "H", "H", "H", "H"],
  "positions_angstrom": [[-3.41166, 4.01106, 1.69495], [-3.70062, 2.95379, 2.42971], [-3.49100, 1.52525, 2.02111], [-3.14707, 1.36650, 0.62986], [-1.93096, 0.93671, 0.23002], [-1.07885, 0.58926, 1.04026], [-1.70904, 0.92578, -1.24093], [-2.77505, 0.76529, -2.12439], [-2.58292, 0.78674, -3.49159], [-1.30801, 0.97984, -4.00023], [-0.23100, 1.11674, -3.14887], [-0.40838, 1.07051, -1.76589], [0.66056, 1.16487, -0.88721], [1.96590, 1.39721, -1.15563], [2.45040, 1.63917, -2.24096], [2.83837, 1.36752, 0.10696], [2.28900, 0.66666, 1.19107], [2.16967, -0.69863, 1.08971], [2.48405, -1.44359, -0.04090], [2.32643, -2.81560, -0.02579], [1.85201, -3.47228, 1.10641], [1.52946, -2.72265, 2.23274], [1.68896, -1.35063, 2.21888], [1.43577, -0.75960, 3.08391], [1.15232, -3.19234, 3.12716], [1.74038, -4.83124, 1.00775], [1.27574, -5.54466, 2.12583], [1.27646, -6.59230, 1.82823], [0.25760, -5.24806, 2.39938], [1.93591, -5.41495, 2.98999], [2.56746, -3.40282, -0.89753], [2.84569, -0.97268, -0.94171], [2.95252, 2.39951, 0.45622], [3.83163, 0.98950, -0.16779], [0.40641, 0.96990, 0.08837], [0.76312, 1.25131, -3.54095], [-1.15005, 1.00927, -5.06768], [-3.42252, 0.65320, -4.15656], [-3.76914, 0.58583, -1.74008], [-3.78941, 1.75012, -0.04409], [-2.66392, 1.09658, 2.59837], [-4.39674, 0.94671, 2.24310], [-4.11836, 3.06921, 3.42052], [-3.58184, 5.01119, 2.05307], [-2.98022, 3.92803, 0.71065]],
  "mulliken_charge": [-0.79, -0.10, -0.65, -0.26, 0.80, -0.80, 0.52, -0.58, -0.82, -0.56, -0.64, 0.19, 0.00, 0.55, -0.67, -0.65, -0.54, 0.36, -0.15, -0.88, 0.78, -0.18, -0.91, 0.42, 0.37, -0.44, -0.84, 0.24, 0.34, 0.33, 0.41, 0.41, 0.35, 0.44, 0.29, 0.54, 0.41, 0.40, 0.49, 0.32, 0.32, 0.37, 0.33, 0.27, 0.22]
}

Q | {
  "formula": "C19H20N2O4",
  "method": "wB97M-V/def2-TZVPD",
  "homo_lumo_gap_ev": 8.77,
  "multiplicity": 1,
  "mol_weight_g_mol": 340.379,
  "smiles": "COc1ccc(NC(=O)CCN2C(=O)[C@@H]3[C@H](C2=O)[C@H]2C=C[C@@H]3C2)cc1",
  "species": ["C", "H", "O", "C", "C", "C", "C", "C", "C", "H", "H", "N", "C", "O", "C", "C", "N", "C", "O", "C", "H", "C", "C", "O", "H", "C", "C", "C", "H", "C", "H", "C", "H", "H", "H", "H", "H", "H", "H", "H", "H", "H", "H", "H", "H"],
  "positions_angstrom": [[-5.58932, -0.70278, 1.07654], [-4.98928, -1.30256, 1.76871], [-4.92343, -0.50304, -0.14612], [-3.73624, 0.16726, -0.13726], [-3.10685, 0.66833, 0.99563], [-1.89627, 1.33249, 0.89217], [-1.29178, 1.50398, -0.34552], [-1.92697, 1.00728, -1.48408], [-3.13058, 0.34794, -1.38231], [-3.62748, -0.04053, -2.25694], [-1.46590, 1.14063, -2.45278], [-0.05973, 2.14914, -0.51793], [0.85701, 2.48495, 0.42500], [0.70487, 2.35073, 1.62066], [2.15295, 3.03385, -0.16733], [3.30354, 2.06306, 0.11453], [2.96683, 0.68139, -0.18718], [3.33105, -0.33924, 0.68241], [3.96116, -0.17069, 1.68968], [2.80226, -1.63963, 0.12369], [3.61830, -2.35271, 0.00154], [2.07481, -1.24544, -1.16291], [2.28343, 0.24453, -1.29605], [1.91121, 0.94703, -2.20533], [2.41313, -1.75027, -2.06861], [0.59226, -1.60274, -0.84641], [0.57762, -3.11152, -0.79148], [1.22054, -3.47792, 0.30986], [1.45185, -4.47040, 0.64848], [1.66761, -2.22062, 1.01413], [1.93968, -2.31004, 2.06150], [0.51447, -1.27934, 0.64975], [-0.43338, -1.59020, 1.08493], [0.69584, -0.23848, 0.90648], [0.16395, -3.73479, -1.56190], [-0.13010, -1.12902, -1.50493], [4.18477, 2.35483, -0.46600], [3.55718, 2.07493, 1.17838], [2.05437, 3.20241, -1.23843], [2.38472, 3.97899, 0.32541], [0.23719, 2.21043, -1.48422], [-1.41651, 1.71198, 1.77844], [-3.54650, 0.55212, 1.97329], [-6.50141, -1.24415, 0.83017], [-5.85087, 0.24787, 1.55236]],
  "mulliken_charge": [-0.85, 0.33, -0.46, 0.80, -0.55, -0.58, 0.19, -0.45, -0.68, 0.43, 0.33, -0.04, 0.43, -0.65, -0.73, -0.75, 0.25, 0.12, -0.64, -0.22, 0.47, 0.24, -0.21, -0.66, 0.58, 0.05, -0.90, -0.83, 0.46, 0.18, 0.66, -0.91, 0.31, 0.07, 0.48, 0.54, 0.33, 0.41, 0.29, 0.46, 0.25, 0.47, 0.39, 0.23, 0.34]
}

Preferred: Q; penalty for the next structure: 0.0410 hartree.